{"formula": "C5H12N2O2", "method": "the ωB97M-V functional and the def2-TZVPD basis", "symbols": ["C", "C", "C", "C", "C", "H", "H", "H", "H", "H", "H", "H", "H", "H", "H", "H", "H", "N", "N", "O", "O"], "positions_angstrom": [[0.860377, 1.241438, -0.167335], [1.949304, 0.125463, -0.380236], [4.178491, -0.541932, -0.023513], [-3.733651, 0.100166, -0.151922], [-2.298759, -0.134738, 0.365740], [1.218067, 2.263770, 0.653181], [-0.065382, 0.711395, 0.407468], [0.336389, 1.651223, -1.241620], [3.336329, 1.233375, 0.741672], [3.804662, -1.425262, -0.474948], [5.263872, -0.295900, -0.344194], [3.999258, -0.905525, 1.245055], [-5.517661, -1.177284, 0.058739], [-3.763160, -1.930204, -0.338680], [-1.874999, 0.815776, 0.057956], [-1.827799, -1.054947, -0.292549], [-2.109752, -0.169768, 1.390958], [3.195212, 0.502880, -0.355902], [-4.403008, -1.156914, -0.260471], [1.616308, -1.027306, -0.464505], [-4.164088, 1.174301, -0.424886]], "forces_ev_per_angstrom": [[-2.281, 1.774, 0.986], [-4.306, 0.779, 1.010], [0.275, -0.796, 2.765], [0.529, -3.303, 1.173], [0.323, -0.446, -4.548], [-0.960, -3.202, -3.006], [2.673, 1.333, -1.452], [1.855, -0.980, 3.118], [-0.876, -2.053, -4.982], [0.243, -0.926, -0.795], [-2.037, -0.268, 0.912], [1.099, 1.329, -3.657], [4.356, -0.367, -1.609], [-0.794, -0.419, 0.580], [0.648, -0.193, -0.282], [-0.805, 2.374, 1.993], [-0.308, -0.776, 1.722], [5.443, 4.189, 5.766], [-3.523, 2.322, 0.956], [-0.721, -1.105, -0.653], [-0.834, 0.735, 0.001]], "orbital_gap_ev": 10.1, "homo_energy_ev": -9.86}

***

{"formula": "C2H6N2O", "method": "the ωB97M-V functional and the def2-TZVPD basis", "symbols": ["C", "C", "N", "N", "O", "H", "H", "H", "H", "H", "H"], "positions_angstrom": [[-0.454131, -0.075440, 0.400894], [-3.316375, -0.388025, -0.181365], [-1.658213, -0.160494, 0.128346], [3.751711, 0.418458, -0.177701], [0.670250, -0.031240, 0.673943], [-4.047775, -0.104436, 0.578855], [-3.227392, 0.058598, -1.155567], [-3.291875, -1.451916, -0.404675], [2.877944, 0.748006, 0.169471], [4.448339, 1.039147, -0.558255], [4.247518, -0.052658, 0.526055]], "forces_ev_per_angstrom": [[-7.002, -0.793, -1.069], [4.682, -0.829, -0.547], [1.287, 0.223, 1.024], [0.665, -0.582, -1.107], [1.728, 0.278, 0.246], [0.807, 0.435, -0.132], [-1.145, 0.778, -0.001], [-0.355, -0.061, 0.506], [-0.219, 0.751, 0.009], [-0.759, 0.755, -0.143], [0.311, -0.956, 1.216]], "orbital_gap_ev": 9.9, "smiles": "CN=C=O.N", "homo_energy_ev": -9.29}

***

{"formula": "C21H32NO24S", "method": "the ωB97M-V functional and the def2-TZVPD basis", "symbols": ["N", "O", "O", "O", "O", "S", "O", "O", "C", "C", "C", "H", "H", "H", "H", "H", "H", "H", "H", "C", "C", "O", "C", "O", "O", "H", "H", "H", "H", "C", "C", "O", "C", "O", "O", "H", "H", "H", "H", "C", "C", "O", "C", "O", "O", "H", "H", "H", "H", "C", "C", "O", "C", "O", "O", "H", "H", "H", "H", "C", "C", "O", "C", "O", "O", "H", "H", "H", "H", "C", "C", "O", "C", "O", "O", "H", "H", "H", "H"], "positions_angstrom": [[-0.114861, -0.320873, -0.243861], [1.017139, 0.290127, -0.165861], [0.000139, -1.431873, -0.834861], [-1.159861, 0.325127, -0.259861], [0.402139, 5.467127, -3.755861], [1.799139, 5.462127, -3.736861], [2.491139, 6.686127, -3.429861], [2.476139, 4.384127, -2.780861], [1.703139, 4.144127, -1.581861], [2.624139, 3.375127, -0.570861], [2.360139, 4.875127, -5.240861], [0.739139, 3.559127, -1.828861], [1.489139, 5.259127, -0.963861], [2.119139, 3.010127, 0.230139], [3.615139, 3.641127, -0.270861], [2.965139, 2.345127, -0.804861], [3.416139, 4.968127, -5.110861], [2.075139, 5.499127, -5.867861], [2.248139, 3.851127, -5.499861], [1.105139, -2.013873, 2.714139], [-0.034861, -1.529873, 3.601139], [0.726139, -1.392873, 4.902139], [1.953139, -1.683873, 4.795139], [2.875139, -1.519873, 5.684139], [2.211139, -2.123873, 3.607139], [1.344139, -1.414873, 2.099139], [1.087139, -2.919873, 1.928139], [-0.782861, -2.382873, 3.595139], [-0.402861, -0.642873, 3.063139], [-2.952861, -3.977873, -0.776861], [-1.923861, -3.927873, 0.445139], [-1.829861, -5.348873, 0.672139], [-2.673861, -6.048873, 0.060139], [-2.718861, -7.255873, 0.051139], [-3.365861, -5.269873, -0.740861], [-2.441861, -3.632873, -1.682861], [-3.781861, -3.126873, -0.673861], [-2.350861, -3.582873, 1.370139], [-0.971861, -3.421873, 0.294139], [-3.606861, -0.472873, 2.324139], [-4.274861, 0.310127, 3.518139], [-4.458861, -0.780873, 4.508139], [-3.812861, -1.763873, 4.126139], [-3.507861, -2.631873, 4.918139], [-3.320861, -1.634873, 2.904139], [-2.667861, -0.060873, 1.924139], [-4.386861, -0.573873, 1.548139], [-5.100861, 0.608127, 3.086139], [-3.738861, 0.987127, 4.013139], [-0.591861, 2.477127, 2.245139], [-0.407861, 3.850127, 1.550139], [-1.761861, 4.311127, 1.510139], [-2.576861, 3.480127, 2.290139], [-3.722861, 3.728127, 2.500139], [-1.983861, 2.357127, 2.437139], [0.026139, 2.460127, 3.138139], [-0.207861, 1.652127, 1.552139], [-0.067861, 3.766127, 0.471139], [0.290139, 4.475127, 1.926139], [0.409139, 0.620127, -3.441861], [-0.633861, -0.431873, -3.561861], [-1.053861, -0.473873, -4.907861], [-0.067861, 0.209127, -5.579861], [-0.095861, 0.268127, -6.765861], [0.782139, 0.805127, -4.775861], [0.991139, 0.408127, -2.583861], [0.058139, 1.703127, -3.359861], [-1.280861, -0.143873, -2.988861], [-0.092861, -1.295873, -3.178861], [3.451139, -2.070873, -0.823861], [2.751139, -3.462873, -0.954861], [3.212139, -4.210873, 0.184139], [4.047139, -3.544873, 0.902139], [4.631139, -3.921873, 1.915139], [4.129139, -2.274873, 0.420139], [2.571139, -1.288873, -0.917861], [4.262139, -2.250873, -1.563861], [2.912139, -3.979873, -1.905861], [1.563139, -3.376873, -0.890861]], "forces_ev_per_angstrom": [[3.174, 1.266, -4.989], [-0.976, 0.199, 2.013], [-1.384, -1.051, 1.533], [-0.795, -0.469, 1.613], [-2.578, -0.478, 0.656], [2.666, 1.113, 0.464], [-0.395, -0.151, -0.336], [-1.336, -0.423, 0.422], [0.486, 1.300, 2.968], [0.802, -1.606, -2.719], [3.859, -4.876, 5.065], [1.525, 1.147, 0.508], [0.189, -3.150, -2.208], [-2.034, -0.001, 2.889], [0.281, 1.947, 0.117], [-0.688, 0.103, -1.583], [0.986, 0.257, -0.222], [-2.745, 5.471, -6.112], [-1.009, -0.806, 0.075], [-1.543, -8.807, 5.269], [0.768, -2.756, -0.594], [-5.608, 1.692, -0.047], [6.410, 0.552, 3.447], [-4.357, -0.762, -3.425], [1.516, -1.447, -2.006], [3.174, 8.934, -7.847], [-0.668, 0.863, 2.619], [0.467, 1.523, 1.046], [-0.164, 0.260, 1.477], [0.717, 4.751, 1.496], [-1.680, -0.682, -0.503], [4.118, 1.774, 2.997], [-0.230, -3.104, -1.859], [-0.600, 0.832, 0.368], [-3.167, -0.531, -2.240], [0.019, -0.874, -0.199], [1.220, -2.288, 0.169], [-0.382, 0.688, 0.185], [0.033, -0.485, -0.421], [-0.693, 3.325, -0.387], [2.237, -4.751, -0.591], [-3.478, 5.584, -0.275], [3.365, -4.385, 2.135], [-0.188, -0.569, -1.443], [1.403, -4.326, -0.040], [-0.640, 0.271, -0.078], [0.577, -0.060, -0.038], [-4.701, 1.959, -0.909], [2.137, 2.991, 1.483], [2.531, -0.687, -2.075], [-2.435, -2.964, -3.526], [-0.252, 0.697, 1.508], [-0.825, 2.805, -3.095], [0.147, -0.033, 0.603], [1.273, -2.593, 1.791], [-0.620, -0.230, 0.598], [-0.832, 0.990, 0.985], [-0.628, -0.344, 1.074], [1.659, 2.310, 2.140], [-2.641, 3.901, -0.376], [6.713, -2.754, -4.064], [1.313, 0.514, 0.447], [-1.882, -0.894, -1.280], [0.625, 0.329, -0.487], [3.070, -0.811, -1.365], [2.043, -0.251, 0.021], [-0.506, -1.333, 1.464], [-7.964, 2.154, 6.233], [-0.787, -0.821, -0.584], [-0.992, -2.620, -0.837], [-3.554, 0.430, 0.304], [-1.401, -1.973, -1.799], [1.933, 1.307, 3.116], [-1.321, 0.720, -2.665], [0.299, 1.464, 0.855], [2.558, -0.847, 0.543], [-0.617, 1.817, -0.059], [0.501, -0.119, 0.408], [2.501, -0.126, 0.182]], "orbital_gap_ev": 9.8, "total_charge": -1, "homo_energy_ev": -7.81}